DFT (wB97M-V/def2-TZVPD) results for a 2-piece molecular cluster, C7H13F3NO3P overall in a non-equilibrium geometry.

XYZ file:
```
28
Properties=species:S:1:pos:R:3:forces:R:3
C 1.158648 -1.450411 -0.142846 -0.55 4.89 1.31
C 0.237984 2.741261 1.604388 5.01 -1.75 -4.68
C -2.041738 -3.070857 -0.229785 0.37 3.64 -4.09
C 2.997317 1.020141 -1.850198 -1.56 0.26 -0.14
C -0.482156 1.672150 0.812407 1.71 1.50 -0.88
C -1.895751 -1.669856 0.395857 0.89 0.14 1.38
C 2.393556 -1.089097 0.604092 -0.41 -1.78 0.34
N 2.013629 0.262521 -2.076052 -0.01 -1.03 0.24
O -0.447700 -0.434892 -2.086720 0.71 -0.98 -0.87
O 0.161578 1.326500 -0.444912 0.74 0.24 -0.34
O -2.325287 -0.584043 0.080659 -0.68 -0.90 -1.05
F 2.502891 0.217734 0.936065 0.07 0.49 -0.23
F 3.545968 -1.455383 -0.038894 0.07 0.44 -0.03
F 2.481023 -1.738928 1.791756 0.08 -0.14 0.33
P 0.699968 0.001199 -1.075996 -0.04 -1.46 0.01
H 1.104250 2.240299 2.148645 -0.97 1.12 -0.58
H 0.640890 3.495193 0.763023 -0.73 -1.32 2.25
H -0.420357 3.168969 2.210132 -2.56 2.05 2.73
H -2.739151 -3.581925 0.273569 -2.85 -1.84 2.16
H -2.441894 -2.985783 -1.324906 0.80 -0.06 1.88
H -1.167837 -3.664400 -0.214925 1.26 -0.17 0.11
H -0.084756 -1.193413 -2.621606 -0.69 1.03 0.54
H 2.721794 1.970221 -1.443573 0.85 0.85 0.89
H 3.992738 0.717298 -2.088352 0.65 0.17 -0.60
H -1.426766 2.014951 0.589430 -2.13 0.57 -0.90
H -0.562605 0.803525 1.308712 -0.41 -3.01 2.06
H 1.353162 -2.143122 -0.871454 0.41 -2.05 -1.67
H -1.307825 -1.615280 1.340031 -0.02 -0.88 -0.16
```
Positions in Å, forces in eV/Å.

For the LUMO energy (spin up / spin down), the calculation gives 0.3 / 0.3 eV. As for the charge: 0. As for the gap between HOMO and LUMO (spin up / spin down): 0.31635 / 0.31632 hartree. The relative energy (zero: lowest compared OMol25 entry of this formula, charge and spin) comes out at 222.6 kJ/mol. The calculation puts the HOMO energy (spin up / spin down) at -8.3 / -8.3 eV.